Molecular formula: C18H25NO5
Method: DFT, ωB97M-V/def2-TZVPD

Last column: Mulliken charge in e.
CARTESIAN COORDINATES (ANGSTROEM)
1 C -5.478203 -1.514322 -4.541513  -1.163
2 C -4.449822 -0.482584 -4.990460  -0.510
3 C -3.042543 -0.765865 -4.463956  -0.463
4 C -2.935836 -0.631041 -2.945821  -1.075
5 C -1.490373 -0.784410 -2.454722  0.781
6 C -1.433347 -0.786179 -0.922951  -1.192
7 C -0.006945 -0.937683 -0.392580  -0.362
8 C -0.030053 -1.199126 1.105817  0.359
9 O -0.806410 -1.977493 1.613829  -0.682
10 N 0.909379 -0.476544 1.782308  -0.062
11 C 1.202448 -0.463581 3.135129  0.347
12 C 0.549687 -1.300407 4.042897  -0.581
13 C 0.867097 -1.268754 5.384322  -0.549
14 C 1.843769 -0.403592 5.859471  -0.701
15 C 2.497396 0.430094 4.979090  -0.615
16 C 2.195557 0.421079 3.614444  -0.027
17 C 2.918648 1.335439 2.712711  1.248
18 O 2.747693 1.410950 1.506830  -0.773
19 O 3.796534 2.110211 3.353375  -0.367
20 C 4.558191 3.023722 2.564346  -0.277
21 C 5.766131 2.344845 1.934646  -1.100
22 C -0.638609 0.342618 -2.994904  0.056
23 O 0.319842 0.210335 -3.708912  -0.585
24 O -1.058900 1.547149 -2.585778  -0.408
25 H -5.621086 -1.482447 -3.464744  0.300
26 H -5.157371 -2.516146 -4.818456  0.291
27 H -6.437774 -1.319414 -5.014956  0.373
28 H -4.414679 -0.472026 -6.082246  0.344
29 H -4.764251 0.510353 -4.660998  0.315
30 H -2.346013 -0.067286 -4.934053  0.347
31 H -2.742557 -1.773717 -4.759584  0.254
32 H -3.311996 0.346007 -2.636672  0.358
33 H -3.542549 -1.397607 -2.462709  0.415
34 H -1.069924 -1.718476 -2.839974  0.449
35 H -2.031571 -1.615736 -0.542059  0.427
36 H -1.864059 0.143962 -0.547678  0.311
37 H 0.461707 -1.804639 -0.866712  0.245
38 H 0.592939 -0.058141 -0.627014  0.245
39 H 1.489052 0.173451 1.248662  0.224
40 H -0.208515 -1.971081 3.675100  0.537
41 H 0.349049 -1.925437 6.067119  0.407
42 H 2.089971 -0.382648 6.909890  0.407
43 H 3.257546 1.107644 5.333878  0.466
44 H 4.865068 3.806702 3.260823  0.315
45 H 3.913539 3.447037 1.786993  0.316
46 H 5.440470 1.580550 1.233329  0.309
47 H 6.380051 1.881220 2.703087  0.304
48 H 6.359590 3.081560 1.401048  0.378
49 H -0.487967 2.241456 -2.949689  0.363

Forces on atoms 1 to 3 (eV/Å):
C 0.08 0.23 -0.08
C 0.13 -0.21 -0.02
C -0.26 0.24 0.14

The LUMO energy comes out at 0.3 eV. Its energy above the lowest of the compared OMol25 structures with the same formula, charge and spin is 0.1010 eV. The electronic energy comes out at -1131.933880 Eh. The structure (SMILES) is CCCC[C@H](CCC(=O)Nc1ccccc1C(=O)OCC)C(=O)O.

***

Molecular formula: C8H9BrN2S
Method: DFT, ωB97M-V/def2-TZVPD

Last column: Mulliken charge in e.
CARTESIAN COORDINATES (ANGSTROEM)
1 C 0.516344 -1.973014 1.261710  -1.188
2 C 0.211948 -0.809467 0.791695  0.645
3 C -0.983137 -0.014344 1.338585  -0.782
4 C -1.907180 0.418436 0.240230  -0.028
5 Br -3.248806 -0.779735 -0.340584  -0.136
6 C -1.733999 1.578854 -0.401636  -0.118
7 N -0.759786 2.459832 -0.160105  -0.619
8 N 0.472532 2.260660 -0.107535  0.594
9 S 1.487908 3.448540 0.101853  -0.266
10 C 1.097819 1.008536 -0.748135  -0.758
11 C 0.838086 -0.249868 -0.368361  1.037
12 C 1.420650 -1.374975 -1.296919  -1.914
13 H -0.224967 -2.264912 1.948041  0.241
14 H 1.363602 -2.561153 1.110368  0.425
15 H -0.599475 0.961930 1.789573  0.303
16 H -1.507754 -0.730871 2.201228  0.420
17 H -2.517180 2.049637 -1.089790  0.353
18 H 1.459166 1.340477 -1.672481  0.452
19 H 0.860313 -2.273848 -1.246834  0.490
20 H 2.500779 -1.467391 -1.063317  0.314
21 H 1.253136 -1.027322 -2.287581  0.535

Forces on atoms 1 to 3 (eV/Å):
C -0.83 -0.63 1.39
C -1.66 2.71 -0.16
C -0.25 -1.11 1.99

The LUMO energy (spin up / spin down) comes out at -0.8 / -0.8 eV. The electronic energy comes out at -3391.764816 Eh. The structure (SMILES) is C=C1C\C(Br)=C/N=[N+]([S-])\C=C/1C.